ORCA calculation (wB97M-V/def2-TZVPD) on C43H48BiFN12Si as an isolated structure.

Values from the calculation:
Charge: 0
LUMO energy: 0.088 eV
Energy relative to the best compared isomer or geometry (same formula, charge and spin): 319.3 kJ/mol
HOMO: -7.1 eV
2S+1: 1
Gap between HOMO and LUMO: 7.16 eV

Cartesian coordinates (Å):
Bi -0.1763 0.0257 0.9165
C -0.5347 3.4232 -3.0702
N -1.1973 2.9363 -1.8706
C -1.4931 3.8256 -0.7640
C -0.3872 4.4680 0.1267
N 0.3417 3.4556 0.9661
C -0.2900 3.4769 2.2349
C -0.1615 2.6264 3.3243
C -0.8591 2.9186 4.5017
C -1.6647 4.0381 4.5975
C -1.8132 4.8909 3.4978
C -1.1332 4.5916 2.3375
N -1.1507 5.2691 1.1100
C 0.8629 2.8803 -3.1628
N 1.2537 1.9489 -2.3812
C 2.6151 1.7018 -2.6664
C 3.4423 1.0703 -1.8084
C 5.3140 0.6495 -3.4641
C 4.9886 1.3304 -4.5665
C 4.0227 2.3960 -4.6865
C 2.9560 2.4774 -3.8687
N 1.8326 3.2937 -4.0550
H -1.0845 3.0739 -3.9533
H -0.5324 4.5144 -3.1179
H -0.7244 2.0946 -1.5543
H -2.0987 4.6606 -1.1281
H -2.1234 3.2581 -0.0689
H 0.4885 1.7598 3.2887
H -0.7529 2.2560 5.3529
H -2.1910 4.2534 5.5187
H -2.4466 5.7683 3.5542
H -0.9175 6.2502 1.1447
H 3.8580 0.6529 0.2041
H 5.9735 -0.2045 -3.5697
H 5.4544 1.0169 -5.4967
H 4.0650 3.0292 -5.5660
H 1.6850 3.8966 -4.8421
N -4.7147 1.0076 1.8619
C -3.4585 0.9657 2.3686
N -2.7706 -0.1056 2.5389
C -3.3336 -1.3360 2.1722
N -2.6293 -2.3960 2.1931
N -1.3184 -2.2851 2.4070
C -0.7239 -2.7128 3.4327
C 0.7391 -2.5428 3.5524
C 1.4013 -3.0575 4.6624
C 2.7563 -2.8136 4.8133
C 3.4172 -2.0622 3.8566
C 2.6865 -1.6003 2.7716
N 1.3858 -1.8355 2.6157
C -4.7276 -1.3820 1.7222
C -5.3920 -2.5665 1.4188
C -6.6883 -2.5444 0.9445
C -7.3432 -1.3267 0.7700
C -6.7021 -0.1410 1.0722
C -5.3951 -0.1696 1.5497
H -5.1683 1.8919 1.7189
H -3.0222 1.9251 2.6422
H -1.2546 -3.1618 4.2759
H 0.8538 -3.6369 5.3957
H 3.2896 -3.2008 5.6728
H 4.4711 -1.8354 3.9482
H 3.1596 -1.0129 1.9890
H -4.8625 -3.5020 1.5551
H -7.1948 -3.4699 0.7038
H -8.3576 -1.3016 0.3924
H -7.2026 0.8123 0.9374
C 0.4946 5.3991 -0.6821
Si 1.9605 2.7087 0.7619
C 3.1520 3.8019 -0.2188
C 2.8309 2.7904 2.4534
N 1.7987 1.1176 0.1823
C 2.9664 0.5208 -0.4379
C 4.9447 1.0147 -2.0278
C 5.7166 0.0446 -1.1448
C 5.3518 -1.1720 -0.7266
C 4.0052 -1.7345 -0.7472
C 2.9234 -0.9734 -0.6045
F 1.7122 -1.5427 -0.5815
H -0.1355 6.1387 -1.1828
H 1.1980 5.9187 -0.0293
H 1.0611 4.8599 -1.4331
H 3.2463 4.7815 0.2572
H 2.9386 3.9421 -1.2777
H 4.1357 3.3204 -0.1530
H 2.3620 3.5056 3.1363
H 3.8683 3.1064 2.3089
H 2.8518 1.8178 2.9583
H 5.3414 2.0220 -1.8267
H 6.7554 0.3283 -1.0017
H 6.1170 -1.8079 -0.2896
H 3.8838 -2.8108 -0.8139
C -0.9439 -0.6299 -2.9226
C -1.8515 -1.0216 -1.7503
C -2.0425 -2.5472 -1.7485
C -3.2295 -0.3645 -1.9264
N -1.3186 -0.6351 -0.4688
H -1.4101 -0.8921 -3.8786
H 0.0117 -1.1518 -2.8436
H -0.7430 0.4442 -2.9031
H -2.5118 -2.8823 -2.6805
H -2.6706 -2.8377 -0.9020
H -1.0722 -3.0411 -1.6409
H -3.6718 -0.6595 -2.8841
H -3.1336 0.7218 -1.8917
H -3.8945 -0.6864 -1.1193

Here are the Mulliken charges for atoms 1 to 2, given in e:
1. Bi 1.433
2. C -1.403

ORCA calculation (wB97M-V/def2-TZVPD) on C43H48CaN2O3P2 as an isolated structure.

Values from the calculation:
Charge: 0
LUMO energy: 0.054 eV
Energy relative to the best compared isomer or geometry (same formula, charge and spin): 0.0 kJ/mol
HOMO: -6.3 eV
2S+1: 1
Gap between HOMO and LUMO: 6.34 eV

Cartesian coordinates (Å):
Ca -1.6203 0.6376 0.9544
C 5.3148 -3.2566 -0.8571
C 5.2690 -2.0374 -1.4071
C 5.3326 -1.7054 -2.8710
C 4.9756 -2.8440 -3.8462
C 3.5853 -3.3833 -3.6536
C 3.1795 -4.3616 -2.8354
C 4.0326 -5.1828 -1.9153
C 5.4059 -4.5932 -1.5393
C -3.8490 0.3325 0.1014
H 5.3551 -3.3639 0.2315
H 5.2872 -1.1545 -0.7629
H 6.3325 -1.3291 -3.1469
H 4.6401 -0.8706 -3.0583
H 4.9751 -2.3922 -4.8485
H 5.7635 -3.6053 -3.8559
H 2.8801 -2.9229 -4.3529
H 2.1466 -4.7152 -2.8736
H 4.2036 -6.1894 -2.3330
H 3.4670 -5.3424 -0.9847
H 5.8280 -5.2742 -0.7861
H 6.0863 -4.6213 -2.3977
H -4.1714 -0.0735 1.0674
H -4.1168 -0.2747 -0.7583
H -4.1786 1.3696 0.0010
P 1.1609 0.6120 0.2935
P -1.0017 -0.9021 -1.4784
C 1.7185 -0.3571 -1.1188
C 0.7907 -0.9849 -1.9106
C 1.8154 2.3019 0.2390
C 3.0302 2.4789 -0.4381
C 3.5862 3.7497 -0.5646
C 2.9016 4.8611 -0.0345
C 1.6685 4.6990 0.6242
C 1.1419 3.4166 0.7745
C 1.7525 -0.1287 1.8639
C 1.1676 -1.3112 2.3730
C 1.6813 -1.8810 3.5441
C 2.7556 -1.2618 4.2091
C 3.3183 -0.0680 3.7269
C 2.8009 0.4941 2.5631
C -1.8920 -0.5652 -3.0610
C -1.9819 0.7601 -3.5285
C -2.6730 1.0591 -4.7115
C -3.2980 0.0294 -5.4371
C -3.2365 -1.2960 -4.9768
C -2.5395 -1.5755 -3.7983
C -1.4443 -2.6558 -1.1132
C -2.5407 -2.9601 -0.2846
C -2.8470 -4.2895 0.0340
C -2.0527 -5.3330 -0.4717
C -0.9526 -5.0494 -1.2997
C -0.6643 -3.7170 -1.6111
H 2.8083 -0.4125 -1.2835
H 1.1075 -1.5421 -2.8125
H 3.5314 1.6076 -0.8535
H 4.5491 3.8694 -1.0720
H 3.3339 5.8643 -0.1360
H 1.1198 5.5685 1.0201
H 0.1948 3.2862 1.2939
H 0.3437 -1.7875 1.8319
H 1.2594 -2.8172 3.9390
H 3.1569 -1.7161 5.1181
H 4.1514 0.4163 4.2479
H 3.2207 1.4209 2.1752
H -1.5139 1.5556 -2.9530
H -2.7271 2.0940 -5.0813
H -3.8352 0.2648 -6.3630
H -3.7286 -2.1007 -5.5390
H -2.5043 -2.6045 -3.4511
H -3.1614 -2.1499 0.0958
H -3.7096 -4.5229 0.6753
H -2.2935 -6.3708 -0.2150
H -0.3276 -5.8616 -1.6961
H 0.1909 -3.5063 -2.2481
C -1.8309 4.3005 4.7634
C -3.2905 3.9023 4.6418
C -3.7402 3.6537 3.1781
C -5.2552 3.2911 3.0662
C -5.7191 2.0487 3.7974
C -3.5515 4.9790 2.3412
O -4.0027 6.0295 2.7091
N -2.8793 4.9163 1.1275
C -2.2440 3.7937 0.6437
O -1.7671 3.6625 -0.4748
N -2.1296 2.7459 1.5157
C -2.8566 2.5329 2.6212
O -2.7360 1.3718 3.0932
H -1.1458 3.5150 4.4215
H -1.6150 4.4807 5.8196
H -1.6173 5.2296 4.2227
H -3.4936 2.9724 5.2008
H -3.9522 4.6902 5.0401
H -5.8091 4.1781 3.4153
H -5.4570 3.1910 1.9851
H -5.5327 2.1103 4.8731
H -6.7980 1.9544 3.6460
H -5.2296 1.1472 3.4144
H -2.8040 5.7759 0.5659

Here are the Mulliken charges for atoms 1 to 2, given in e:
1. Ca 1.708
2. C -0.399

ORCA calculation (wB97M-V/def2-TZVPD) on C43H48IrN2OP2SSi2 as an isolated structure.

Values from the calculation:
Charge: +2
LUMO energy (spin up / spin down): -7.783 / -7.606 eV
HOMO (spin up / spin down): -13.6 / -13.7 eV
2S+1: 2
Gap between HOMO and LUMO (spin up / spin down): 5.87 / 6.09 eV

Cartesian coordinates (Å):
Ir 0.1778 -0.6321 0.4505
C 0.2651 -3.7039 -2.7385
Si -1.1965 -3.2380 -1.6036
C -2.8305 -3.6286 -2.4920
C -1.0588 -4.0809 0.1085
N -0.9671 -1.5656 -1.1285
P -1.7339 -0.1739 -1.4852
C -0.5720 1.0412 -1.0049
P 1.0978 1.1965 -1.4975
N 1.8874 -0.0930 -0.9056
Si 3.4275 -0.4592 -0.1543
C 3.9000 -2.1619 -0.8640
C 2.8877 -0.6893 1.6727
C 4.8045 0.8406 -0.2782
C 1.7042 2.7060 -0.7017
C 2.7713 3.4216 -1.2283
C 3.3044 4.4771 -0.5067
C 2.7759 4.8105 0.7310
C 1.6926 4.1107 1.2411
C 1.1567 3.0544 0.5281
C 1.3120 1.3795 -3.2840
C 2.3754 0.7875 -3.9513
C 2.5593 1.0664 -5.2965
C 1.6813 1.9113 -5.9597
C 0.6049 2.4757 -5.2901
C 0.4178 2.2122 -3.9461
C -3.1228 -0.0516 -0.3322
C -4.1534 -0.9764 -0.4490
C -5.1062 -1.0726 0.5477
C -5.0356 -0.2366 1.6519
C -4.0228 0.7045 1.7573
C -3.0532 0.7913 0.7717
C -2.2776 -0.1237 -3.2046
C -1.3821 -0.5392 -4.1870
C -1.7710 -0.5260 -5.5130
C -3.0476 -0.1016 -5.8552
C -3.9317 0.3223 -4.8750
C -3.5480 0.3261 -3.5457
H 0.3047 -4.7839 -2.8291
H 1.2180 -3.3587 -2.3509
H 0.1377 -3.2950 -3.7363
H -2.7579 -4.6214 -2.9232
H -3.0457 -2.9390 -3.3035
H -3.6803 -3.6403 -1.8175
H -0.9447 -5.1521 -0.0082
H -1.9487 -3.9041 0.7056
H -0.1994 -3.7055 0.6639
H 3.0492 -2.8357 -0.8792
H 4.6677 -2.6102 -0.2446
H 4.2920 -2.0843 -1.8721
H 1.9194 -1.2271 1.7064
H 2.7619 0.2749 2.1574
H 3.5979 -1.2671 2.2534
H 5.0920 1.0386 -1.3047
H 5.6835 0.4661 0.2356
H 4.5344 1.7853 0.1819
H 3.1725 3.1497 -2.1954
H 4.1351 5.0361 -0.9088
H 3.1996 5.6285 1.2918
H 1.2657 4.3947 2.1911
H 0.3140 2.4922 0.9065
H 3.0479 0.1334 -3.4134
H 3.3928 0.6329 -5.8279
H 1.8390 2.1358 -7.0034
H -0.0776 3.1267 -5.8132
H -0.4060 2.6490 -3.3976
H -4.1953 -1.6091 -1.3226
H -5.8973 -1.8009 0.4639
H -5.7809 -0.3173 2.4276
H -3.9899 1.3632 2.6135
H -2.2557 1.5190 0.8386
H -0.3920 -0.8663 -3.8961
H -1.0876 -0.8499 -6.2823
H -3.3546 -0.1005 -6.8887
H -4.9242 0.6461 -5.1437
H -4.2196 0.6681 -2.7709
O -0.0991 0.4707 2.2817
S -0.4416 1.1908 3.5728
C -1.5151 0.0257 4.4393
C -1.8140 -1.1826 3.8367
C -2.6642 -2.0637 4.4807
C -3.2073 -1.7243 5.7092
C -2.9121 -0.5042 6.2968
C -2.0671 0.3883 5.6581
C 1.0854 0.9982 4.5250
C 1.8039 2.1389 4.8464
C 3.0279 2.0125 5.4840
C 3.5389 0.7528 5.7524
C 2.8217 -0.3819 5.4073
C 1.5847 -0.2654 4.7970
H -1.3851 -1.4272 2.8682
H -2.8998 -3.0143 4.0318
H -3.8590 -2.4188 6.2131
H -3.3421 -0.2526 7.2527
H -1.8533 1.3497 6.0992
H 1.4115 3.1134 4.6033
H 3.5806 2.8934 5.7705
H 4.4996 0.6553 6.2320
H 3.2288 -1.3587 5.6163
H 1.0142 -1.1444 4.5421

Here are the Mulliken charges for atoms 1 to 2, given in e:
1. Ir 4.144
2. C -0.947

| no. | strongest force on any atom (eV/A) |
| --- | --- |
| 1 | 1.125 |
| 2 | 2.051 |
| 3 | 4.411 |